[1]
48
Properties=species:S:1:pos:R:3 method="wB97M-V/def2-TZVPD" e_above_lowest_ev=17.530 gap_ev=8.4402 lumo_ev=0.23 e_homo_ev=-8.2099 total_energy_ev=-38008.00118 smiles="CCO[P@](=O)(c1ccc(N(C)C)cc1)[C@@H](O)c1ccc(OC)cc1"
C -3.417 -1.931 -1.739
C -3.735 -1.424 -0.312
O -2.711 -1.096 0.157
P -2.206 0.690 0.098
O -3.410 1.652 -0.227
C -0.735 0.699 -1.096
C 0.617 0.660 -0.789
C 1.514 0.884 -1.643
C 1.424 1.180 -3.067
N 2.283 1.213 -4.107
C 1.637 1.448 -5.360
C 3.415 1.413 -3.559
C -0.149 1.169 -3.403
C -1.003 1.260 -2.426
C -1.589 1.080 1.917
O -2.788 1.083 2.781
C -0.482 0.037 2.549
C -0.166 0.325 3.751
C 0.781 -0.365 4.548
C 1.064 -1.570 3.907
O 2.108 -2.410 4.507
C 2.667 -2.022 5.730
C 0.669 -1.894 2.635
C 0.052 -1.078 2.040
H -4.520 -2.366 -2.258
H -2.560 -2.869 -1.669
H -3.002 -1.125 -2.512
H -4.091 -2.186 0.357
H -4.436 -0.565 -0.528
H 0.909 0.514 0.388
H 2.760 0.602 -1.448
H 2.799 1.562 -5.939
H 1.112 0.680 -5.765
H 1.323 2.684 -5.487
H 4.127 1.656 -4.503
H 4.027 0.337 -3.080
H 3.800 2.299 -2.883
H -0.408 1.641 -4.348
H -2.035 1.234 -2.594
H -1.221 2.020 1.897
H -3.509 1.555 2.159
H -0.427 1.311 4.150
H 0.926 -0.030 5.454
H 3.117 -2.838 6.197
H 1.795 -1.822 6.473
H 3.064 -1.151 5.750
H 1.111 -2.577 2.308
H -0.502 -1.567 0.990



[2]
29
Properties=species:S:1:pos:R:3 method="wB97M-V/def2-TZVPD" e_above_lowest_ev=0.784 gap_ev=9.3445 lumo_ev=0.22 e_homo_ev=-9.1290 total_energy_ev=-30085.39403 smiles="C[C@H](OC(=O)c1cccs1)C(=O)NC1CC1"
C -1.176 -2.634 -1.360
C -1.227 -1.224 -0.789
O 0.084 -0.867 -0.335
C 0.661 0.238 -0.820
O 0.126 1.014 -1.581
C 2.013 0.394 -0.304
C 2.894 1.408 -0.585
C 4.120 1.252 0.081
C 4.151 0.128 0.853
S 2.691 -0.763 0.787
C -2.168 -1.177 0.430
O -2.444 -2.174 1.064
N -2.652 0.029 0.790
C -2.561 1.303 0.154
C -3.833 2.017 -0.213
C -2.993 2.508 0.930
H -2.153 -2.902 -1.751
H -0.439 -2.688 -2.157
H -0.911 -3.331 -0.570
H -1.544 -0.504 -1.553
H 2.650 2.220 -1.245
H 4.942 1.939 -0.006
H 4.959 -0.227 1.463
H -3.270 -0.007 1.592
H -1.715 1.414 -0.509
H -3.851 2.590 -1.127
H -4.769 1.533 0.021
H -3.366 2.360 1.932
H -2.432 3.421 0.806